No. 1
Entry from the Open Molecules 2025 dataset: an isolated ion of composition C2H10N3 and charge +1 in a non-equilibrium geometry (the ωB97M-V functional and the def2-TZVPD basis).

Structure (XYZ):
```
15
Properties=species:S:1:pos:R:3:forces:R:3:lowdin_charge:R:1
C -0.548 0.892 -0.030 -0.7 1.1 1.9 -0.20
N -1.149 1.846 0.852 -0.6 -1.5 -1.2 0.04
H -0.856 1.023 -1.059 -0.1 -0.2 0.0 0.14
H 0.487 1.082 0.136 1.0 -0.7 -0.7 0.10
H -1.732 2.543 0.436 -0.3 0.1 0.5 0.09
H -0.869 1.839 1.813 0.0 0.6 0.0 0.09
N -0.645 -0.603 0.407 2.0 0.0 -0.5 0.09
C 0.450 -1.389 -0.551 0.5 0.4 0.5 -0.16
N 1.646 -0.709 -0.711 1.0 0.8 -0.2 0.03
H -1.450 -1.227 0.430 -0.7 0.8 -0.3 0.16
H -0.256 -0.610 1.350 -0.1 -0.1 0.0 0.15
H 0.674 -2.299 -0.008 -0.4 -0.3 -0.1 0.13
H -0.126 -1.546 -1.462 0.0 0.0 0.1 0.13
H 2.545 -0.941 -0.316 -0.6 -0.8 0.6 0.11
H 1.829 0.098 -1.286 -0.9 -0.2 -0.4 0.10
```
Positions in Å, forces in eV/Å.

Results
* electronic energy: -246.18543 a.u.
* charge: +1
* SMILES: NC[NH2+]CN
* Kohn-Sham gap: 10.466 eV



No. 2
Entry from the Open Molecules 2025 dataset: C6H16FO2Rb2 as an isolated structure in a non-equilibrium geometry (the ωB97M-V functional and the def2-TZVPD basis).

Structure (XYZ):
```
27
Properties=species:S:1:pos:R:3:forces:R:3:lowdin_charge:R:1
Rb 5.601 2.057 2.880 -0.4 -0.2 -0.4 0.93
Rb 0.663 6.233 0.830 0.1 -0.5 -0.2 0.94
F 2.358 2.266 -0.091 0.1 0.5 0.6 -0.88
C -1.581 -0.512 -3.684 -1.3 -0.5 -0.6 -0.08
C -0.949 0.811 -3.838 1.0 0.7 1.1 -0.49
C -1.500 1.841 -2.842 -0.8 1.0 -0.3 -0.07
O 0.443 0.675 -3.524 0.1 0.2 -0.5 -0.05
H -1.623 -0.778 -2.627 -0.1 -0.4 -0.2 0.09
H -1.143 -1.273 -4.330 0.5 0.0 0.4 0.09
H -2.571 -0.405 -4.126 -0.6 -0.2 0.5 0.08
H -1.063 1.115 -4.878 0.2 0.4 0.0 0.14
H -2.558 2.092 -2.916 -0.3 -0.6 -0.3 0.07
H -1.079 2.840 -2.957 0.6 -0.1 -0.3 0.07
H -1.333 1.588 -1.795 0.2 -0.5 0.0 0.08
H 0.543 1.015 -2.632 0.5 0.0 0.1 0.07
C 0.264 -0.786 4.073 -1.1 -2.6 0.0 -0.05
C 0.913 -1.913 3.182 0.4 2.6 1.0 -0.50
C 0.025 -2.520 2.142 -0.4 -0.3 0.4 -0.05
O 2.011 -1.279 2.592 1.8 0.0 -0.8 -0.07
H -0.189 0.012 3.485 0.2 0.1 0.0 0.08
H 0.843 -0.453 4.934 0.5 0.1 -0.5 0.07
H -0.531 -1.379 4.525 -0.7 0.5 0.3 0.07
H 1.351 -2.672 3.829 -0.2 -0.1 0.1 0.14
H -0.277 -1.844 1.342 0.2 0.2 0.1 0.09
H -0.891 -2.830 2.646 -0.1 -0.5 -0.2 0.08
H 0.582 -3.356 1.717 -0.4 -0.1 -0.2 0.09
H 1.688 -0.545 2.064 0.0 0.1 -0.3 0.08
```
Positions in Å, forces in eV/Å.

Results
* electronic energy: -536.43860 a.u.
* charge: +1
* Kohn-Sham gap: 6.004 eV



No. 3
Entry from the Open Molecules 2025 dataset: C23H31AlBrClF2IO5S as an isolated structure (the ωB97M-V functional and the def2-TZVPD basis).

Structure (XYZ):
```
66
Properties=species:S:1:pos:R:3:forces:R:3:lowdin_charge:R:1
C 1.646 1.215 0.973 0.1 0.0 -0.3 -0.08
C 1.364 -0.205 0.485 0.1 -0.1 0.1 -0.25
C 1.133 -0.248 -1.029 0.0 0.2 -0.1 -0.52
Cl 1.922 -1.745 -1.712 0.0 0.0 -0.2 0.65
C -0.359 -0.078 -1.480 0.2 0.1 0.1 -0.49
C -1.104 -1.401 -1.519 -0.1 -0.1 0.1 -0.24
O -0.797 -2.152 -0.357 0.1 0.0 0.0 -0.20
C -1.551 -3.333 -0.255 -0.1 0.0 0.0 -0.10
O -0.922 0.745 -0.525 -0.4 0.0 0.0 -0.13
Al -1.434 2.355 -1.109 -0.3 0.0 0.3 0.15
C -3.431 2.410 -1.135 -0.1 0.2 -0.1 -0.24
C -4.211 3.706 -1.439 -0.1 -0.1 0.0 -0.40
C -3.388 4.924 -1.827 -0.1 0.1 0.3 -0.68
I -2.562 4.750 -3.786 0.1 0.0 -0.1 0.79
O -0.495 2.014 -2.634 -0.1 0.3 -0.2 -0.17
C -0.415 0.738 -2.869 0.8 -0.1 0.1 -0.69
Br -2.200 0.160 -3.903 -0.3 -0.2 -0.1 0.62
C 0.601 0.374 -3.979 -0.4 -0.2 0.0 -0.29
S 2.178 1.183 -4.143 0.0 -0.3 0.4 0.66
O 2.679 0.790 -5.435 0.0 0.1 -0.1 -0.36
O 2.160 2.556 -3.740 0.0 0.1 -0.1 -0.33
H 1.771 1.254 2.053 0.0 -0.1 -0.1 0.05
H 2.565 1.590 0.509 0.0 0.0 0.1 0.08
H 0.845 1.883 0.671 -0.1 0.1 0.1 0.04
H 0.515 -0.649 0.999 0.0 0.1 0.0 0.11
H 2.240 -0.822 0.697 -0.1 0.0 0.0 0.09
H 1.710 0.571 -1.459 0.0 0.0 -0.1 0.08
H -2.169 -1.156 -1.538 0.0 -0.1 -0.1 0.10
H -0.850 -1.991 -2.407 0.0 0.0 -0.1 0.10
H -0.930 -4.110 0.195 -0.1 0.1 0.0 0.06
H -2.439 -3.177 0.370 0.0 0.0 0.0 0.09
H -1.883 -3.691 -1.237 0.1 0.0 0.0 0.09
H -0.863 3.582 -0.236 0.2 0.0 -0.1 -0.02
H -3.818 1.603 -1.764 0.1 0.0 0.0 0.02
H -3.671 2.108 -0.106 0.1 -0.1 0.0 0.05
H -4.796 4.016 -0.563 0.0 0.0 0.0 0.10
H -4.942 3.529 -2.234 0.0 0.0 0.0 0.08
H -2.545 5.077 -1.157 0.0 0.0 -0.1 0.01
H -3.986 5.833 -1.856 0.0 0.0 0.0 0.03
H 0.164 0.560 -4.960 0.0 0.1 0.1 0.07
H 0.851 -0.683 -3.931 0.0 -0.1 -0.1 0.07
H 2.917 0.492 -3.245 0.1 0.0 0.1 0.05
F 1.907 -9.211 1.471 0.0 0.0 0.0 0.04
C 1.939 -8.059 0.760 0.0 0.0 0.0 -0.29
C 2.475 -8.081 -0.511 0.0 0.0 0.0 -0.03
C 2.503 -6.896 -1.233 0.0 0.0 0.0 -0.08
C 2.004 -5.724 -0.683 0.0 0.0 0.0 -0.08
C 1.475 -5.734 0.600 0.0 0.0 0.0 -0.08
C 1.437 -6.911 1.336 0.0 0.0 0.0 -0.02
H 2.858 -9.008 -0.917 0.0 0.0 0.0 0.11
H 2.917 -6.891 -2.233 0.0 0.0 0.0 0.10
H 2.028 -4.801 -1.245 0.0 0.0 0.0 0.08
H 1.094 -4.818 1.032 0.0 0.0 0.0 0.10
H 1.027 -6.945 2.337 0.0 0.0 0.0 0.12
F 1.290 1.690 4.225 0.0 0.0 0.2 0.05
C 0.848 2.872 4.699 0.0 0.0 -0.1 -0.28
C 0.843 3.087 6.062 0.0 0.0 0.0 -0.02
C 0.384 4.309 6.532 0.0 0.0 0.0 -0.10
C -0.060 5.281 5.647 0.0 0.0 0.0 -0.11
C -0.046 5.031 4.280 0.0 0.0 0.0 -0.08
C 0.412 3.817 3.791 0.0 0.0 0.0 0.00
H 1.190 2.310 6.730 0.0 0.0 0.0 0.11
H 0.373 4.500 7.598 0.0 0.0 0.0 0.10
H -0.419 6.231 6.020 0.0 0.0 0.0 0.10
H -0.399 5.782 3.586 0.0 0.0 0.0 0.11
H 0.424 3.594 2.731 0.0 0.0 0.0 0.11
```
Positions in Å, forces in eV/Å.

Results
* electronic energy: -5443.59336 a.u.
* charge: -1
* Kohn-Sham gap: 8.271 eV



No. 4
Entry from the Open Molecules 2025 dataset: one molecule with the formula C5H11N3O in a non-equilibrium geometry (the ωB97M-V functional and the def2-TZVPD basis).

Structure (XYZ):
```
20
Properties=species:S:1:pos:R:3:forces:R:3:lowdin_charge:R:1
C 2.258 1.856 0.911 -0.1 0.0 0.5 -0.10
C -1.843 -0.431 0.628 0.1 -0.4 0.2 -0.06
C -0.969 0.673 -1.442 0.2 0.1 -0.4 -0.05
N 1.313 1.095 0.098 -1.1 -0.1 0.8 -0.02
C 0.328 -1.324 -0.580 -0.7 -1.3 -1.3 -0.46
C -0.584 -0.090 -0.170 0.5 -0.3 -0.6 -0.49
N 0.119 -2.489 0.115 0.0 0.4 0.3 0.16
N 0.296 0.704 0.715 1.8 0.9 -0.6 0.07
O 1.071 -1.364 -1.557 -0.7 0.8 1.2 0.04
H 0.656 -3.293 -0.185 -0.1 0.3 0.1 0.11
H -0.461 -2.568 0.936 0.1 0.1 -0.2 0.09
H 2.285 2.895 0.568 0.0 -0.2 -0.2 0.08
H 3.258 1.431 0.796 -0.2 0.0 -0.2 0.08
H 1.994 1.850 1.974 -0.1 0.0 -0.1 0.07
H -0.103 0.925 -2.063 0.0 -0.2 0.3 0.08
H -2.460 0.462 0.785 0.2 -0.1 -0.1 0.08
H -2.449 -1.184 0.112 0.1 0.2 0.0 0.09
H -1.599 -0.818 1.624 0.0 0.1 -0.1 0.07
H -1.480 1.611 -1.198 0.0 -0.2 0.1 0.08
H -1.629 0.060 -2.066 0.0 0.1 0.2 0.09
```
Positions in Å, forces in eV/Å.

Results
* electronic energy: -436.59445 a.u.
* SMILES: C/N=N/C(C)(C)C(N)=O
* Kohn-Sham gap: 9.808 eV



No. 5
Entry from the Open Molecules 2025 dataset: one molecule with the formula CClF2N in a non-equilibrium geometry (the ωB97M-V functional and the def2-TZVPD basis).

Structure (XYZ):
```
5
Properties=species:S:1:pos:R:3:forces:R:3:lowdin_charge:R:1
C -0.298 0.088 0.096 -4.3 -0.7 -1.0 -0.71
N 0.391 -0.311 -0.871 1.2 0.3 -0.1 0.09
F -1.757 0.029 -0.326 4.1 0.3 1.6 -0.10
F 1.780 -0.283 -0.622 -1.2 0.0 0.3 -0.08
Cl -0.115 0.478 1.724 0.2 0.0 -0.8 0.79
```
Positions in Å, forces in eV/Å.

Results
* electronic energy: -752.67084 a.u.
* SMILES: F/N=C(/F)Cl
* Kohn-Sham gap: 12.175 eV



No. 6
Entry from the Open Molecules 2025 dataset: one molecule with the formula C17H21F3IN3O in a non-equilibrium geometry (the ωB97M-V functional and the def2-TZVPD basis).

Structure (XYZ):
```
46
Properties=species:S:1:pos:R:3:forces:R:3:lowdin_charge:R:1
O -0.598 1.867 -2.337 0.7 -1.0 2.4 0.05
F 0.875 -4.857 3.145 0.2 -1.7 0.2 0.13
F -1.256 -4.954 2.889 -0.2 -0.7 -0.3 0.17
F 0.019 -5.871 1.268 -0.2 -0.1 2.0 0.11
I -0.850 7.360 -2.356 -0.7 -1.9 1.9 0.63
C -0.007 1.562 -1.271 -1.0 2.7 -2.9 -0.45
C -1.867 5.011 1.589 0.0 1.1 -2.0 -0.05
C -1.841 6.014 0.544 0.6 -1.4 0.6 -0.12
C -1.377 3.749 1.297 -0.3 1.0 -0.8 -0.05
C -0.808 4.463 -0.900 0.3 -0.4 -0.9 -0.08
C -1.279 5.757 -0.727 -0.2 0.2 1.6 -0.51
C -0.828 3.422 0.064 -0.4 1.8 0.1 -0.18
N -0.217 2.151 -0.033 -1.1 1.0 -0.8 0.01
N 1.101 0.820 -1.207 0.3 0.0 2.9 -0.05
N 0.180 -2.045 -1.195 0.2 -0.1 0.9 -0.15
C -0.112 -4.872 2.224 1.6 1.5 -1.7 -0.59
C 0.757 1.772 0.969 0.0 -1.5 -1.5 -0.08
C 1.531 0.678 0.162 0.3 -0.1 1.7 -0.09
C 1.452 -0.106 -2.161 0.7 -1.4 -4.0 -0.16
C 0.344 -1.191 -2.414 0.1 0.3 2.6 -0.10
C 1.311 -2.922 -0.806 0.1 -1.7 0.8 -0.17
C -1.021 -2.062 -0.288 1.0 0.4 -1.6 -0.17
C 1.458 -3.318 0.740 0.1 0.6 1.7 -0.10
C -1.134 -3.372 0.445 1.0 0.1 1.9 -0.11
C 0.085 -3.591 1.485 -2.0 -0.7 -4.4 -0.19
H -2.324 5.236 2.570 0.3 -0.1 -0.8 0.11
H -2.274 6.924 0.817 -0.4 1.5 0.1 0.07
H -1.555 2.966 1.952 0.0 -1.3 1.5 0.09
H -0.494 4.292 -1.892 0.8 -0.8 -0.8 0.07
H 0.247 1.283 1.781 0.1 0.2 0.7 0.11
H 1.384 2.590 1.282 0.1 0.4 0.1 0.13
H 2.603 0.812 0.294 0.1 0.0 -0.3 0.12
H 1.291 -0.294 0.625 0.0 0.1 -0.6 0.10
H 2.438 -0.535 -1.994 -0.1 -0.2 0.8 0.11
H 1.708 0.464 -3.091 -0.8 -0.5 0.2 0.14
H 0.466 -1.829 -3.266 0.6 -0.1 -0.7 0.11
H -0.570 -0.616 -2.557 -0.2 -0.2 0.0 0.11
H 2.320 -2.504 -1.076 -1.1 -0.3 -0.1 0.11
H 1.193 -3.965 -1.244 0.3 1.2 -0.3 0.12
H -1.099 -1.129 0.311 0.4 -0.6 0.4 0.12
H -1.956 -2.040 -0.819 -0.2 0.3 -1.1 0.11
H 2.142 -4.221 0.992 -0.8 1.6 -1.1 0.14
H 1.876 -2.421 1.351 -0.3 -1.5 -1.2 0.12
H -2.144 -3.390 0.856 0.2 0.2 1.0 0.12
H -1.223 -4.235 -0.184 0.6 -0.3 -1.0 0.11
H 0.053 -2.852 2.165 -0.6 2.5 2.6 0.09
```
Positions in Å, forces in eV/Å.

Results
* electronic energy: -1497.12167 a.u.
* SMILES: O=C1N(CCN2CCC(C(F)(F)F)CC2)CCN1c1cccc(I)c1
* Kohn-Sham gap: 7.949 eV



No. 7
Entry from the Open Molecules 2025 dataset: a 2-piece molecular cluster, C2H4ClOP overall in a non-equilibrium geometry (the ωB97M-V functional and the def2-TZVPD basis).

Structure (XYZ):
```
9
Properties=species:S:1:pos:R:3:forces:R:3:lowdin_charge:R:1
C -1.165 0.927 0.387 0.9 -2.5 -3.0 -0.14
C -0.149 -0.510 -0.790 -0.3 2.3 2.6 -0.40
O -1.160 2.057 0.029 -0.2 -1.8 1.4 0.06
P 1.235 -1.194 0.271 -1.0 -0.2 -0.2 0.39
Cl 2.608 0.295 0.080 0.5 0.5 -0.1 0.10
H -1.672 0.214 1.123 0.4 1.8 -0.1 0.11
H -0.765 -1.302 -1.240 0.1 0.6 0.1 0.01
H 0.271 0.267 -1.424 -0.1 -0.5 -0.5 -0.01
H 0.797 -0.753 1.565 -0.1 -0.1 -0.3 -0.12
```
Positions in Å, forces in eV/Å.

Results
* electronic energy: -955.30505 a.u.
* Kohn-Sham gap: 8.818 eV



No. 8
Entry from the Open Molecules 2025 dataset: a 2-piece molecular cluster, C11H12N overall in a non-equilibrium geometry (the ωB97M-V functional and the def2-TZVPD basis).

Structure (XYZ):
```
24
Properties=species:S:1:pos:R:3:forces:R:3:lowdin_charge:R:1
C -0.347 -1.322 3.494 -1.9 -1.0 0.6 -0.03
C -0.832 -0.080 3.178 -0.5 3.7 1.2 -0.05
C 0.283 -2.049 2.494 0.3 0.8 -0.1 0.01
C -0.578 0.656 2.015 1.1 -2.5 -0.5 0.01
C 0.538 -2.141 0.055 -0.5 -0.4 -1.5 0.01
C 0.495 -1.420 1.262 -1.8 1.1 -1.2 -0.14
C 0.075 0.010 0.985 0.9 -1.5 1.7 -0.12
C 0.550 0.662 -0.184 -0.2 -0.9 1.1 0.14
C 1.153 -1.479 -1.141 0.2 -1.0 0.1 -0.11
C -0.675 2.344 -2.454 1.4 1.7 -1.9 -0.11
C -0.987 2.819 -3.659 -0.6 0.4 -2.2 -0.06
N 1.179 0.022 -1.062 1.9 -1.2 -3.0 0.08
H -0.830 -1.745 4.427 1.5 0.2 -1.0 0.15
H -1.281 0.578 3.953 0.0 -1.1 -0.3 0.13
H 0.637 -3.058 2.608 -0.2 -0.3 0.1 0.13
H -0.768 1.650 1.802 -0.9 2.0 0.5 0.11
H -0.133 -3.000 -0.194 1.1 0.4 0.8 0.15
H 2.210 -1.766 -1.062 0.1 0.0 -0.5 0.14
H 0.759 -1.884 -2.124 0.3 1.0 1.1 0.16
H -1.441 2.377 -1.746 -0.7 -0.3 1.5 0.03
H 0.413 2.376 -2.219 -1.0 -0.6 0.1 0.05
H -1.958 3.181 -4.092 0.3 -0.8 1.4 0.07
H -0.325 2.926 -4.535 0.6 -0.2 1.0 0.06
H 1.862 0.343 -1.803 -1.5 0.6 1.2 0.20
```
Positions in Å, forces in eV/Å.

Results
* electronic energy: -480.62452 a.u.
* charge: +1
* Kohn-Sham gap (spin up / spin down): 6.593 / 6.662 eV
* <S²>: 2.0439
* multiplicity: 3